{"formula": "C2H5IOS", "method": "wB97M-V/def2-TZVPD", "relative_energy_kj_mol": 54.56, "homo_lumo_gap_ev": 10.4, "spin_multiplicity": 1, "total_charge": 0, "energy_ev": -23137.71458, "elements": ["C", "C", "O", "S", "I", "H", "H", "H", "H", "H"], "positions_angstrom": [[-0.165, -0.893, -0.143], [-0.410, 0.510, 0.153], [0.377, 1.382, 0.449], [-2.198, 0.701, -0.075], [3.417, -0.345, -0.106], [-0.771, -1.469, 0.626], [-0.534, -1.140, -1.109], [0.881, -1.142, 0.034], [2.114, 0.497, -0.311], [-2.711, 1.899, 0.483]]}